C20H30N3O2PTc | wB97M-V/def2-TZVPD

Structure (XYZ):
```
57
Properties=species:S:1:pos:R:3
N 0.315 -2.881 -1.006
C -0.225 -3.907 -0.928
C -0.810 -5.225 -0.938
H -0.261 -5.859 -1.653
H -1.873 -5.152 -1.216
H -0.741 -5.691 0.055
N -3.957 2.250 1.480
C -4.867 2.379 2.192
C -6.019 2.563 3.060
H -6.796 1.828 2.786
H -6.397 3.594 2.960
H -5.733 2.396 4.108
N 1.218 2.559 -2.105
C 1.729 3.330 -2.802
C 2.409 4.311 -3.625
H 2.792 5.116 -2.984
H 1.703 4.731 -4.356
H 3.263 3.841 -4.131
Tc -0.741 -0.260 -0.314
C -0.595 1.530 0.328
O -0.461 2.625 0.716
C -1.493 -1.078 1.232
O -1.874 -1.543 2.231
C -2.463 -1.164 -1.634
C -1.494 -0.924 -2.636
C -1.131 0.380 -2.938
C -1.752 1.449 -2.288
C -2.765 1.217 -1.350
C -3.192 -0.067 -1.092
H -2.788 -2.174 -1.424
H -1.059 -1.767 -3.180
H -0.375 0.592 -3.693
H -1.479 2.461 -2.561
H -3.245 2.050 -0.833
H -4.044 -0.246 -0.439
C 0.949 -0.012 3.338
C 1.745 0.532 2.161
P 1.435 -0.414 0.611
C 2.707 0.241 -0.523
C 4.181 0.061 -0.180
C 1.981 -2.089 1.026
C 3.196 -2.255 1.913
H -0.090 0.332 3.284
H 1.380 0.365 4.270
H 0.939 -1.108 3.377
H 1.480 1.576 1.949
H 2.828 0.491 2.332
H 2.475 -0.225 -1.490
H 2.445 1.302 -0.642
H 4.538 -0.953 -0.387
H 4.760 0.730 -0.824
H 4.425 0.322 0.855
H 1.116 -2.625 1.440
H 2.167 -2.541 0.048
H 3.078 -1.803 2.900
H 3.360 -3.328 2.060
H 4.109 -1.863 1.461
```

Calculated values
HOMO-LUMO gap (alpha / beta) = 0.2832 / 0.0855 hartree
Net charge = +4
Energy above the lowest of the compared OMol25 structures with the same formula, charge and spin = 0.0000 eV
E = -41231.4183 eV
Lowest unoccupied orbital energy (alpha / beta) = -13.8 / -19.1 eV
Multiplicity = 4

=====

HNO3P2 | wB97M-V/def2-TZVPD

Structure (XYZ):
```
7
Properties=species:S:1:pos:R:3
N 0.259 -1.029 -0.182
O 1.064 -1.896 -0.083
O -0.910 -1.014 0.209
O -2.134 1.389 -0.245
P -0.988 1.053 0.535
P 0.978 0.785 -0.711
H 1.731 0.712 0.477
```

Calculated values
HOMO-LUMO gap = 0.2922 hartree
Net charge = 0
Energy above the lowest of the compared OMol25 structures with the same formula, charge and spin = 0.5862 eV
E = -26222.3599 eV
Lowest unoccupied orbital energy = -1.1 eV

=====

C11H23O3P2Pb | wB97M-V/def2-TZVPD

Structure (XYZ):
```
40
Properties=species:S:1:pos:R:3
C 3.421 1.072 -2.606
C 4.606 1.181 -1.820
C 4.347 2.126 -0.778
C 3.076 2.733 -1.023
C 2.467 2.026 -2.102
Pb 1.434 -1.704 0.608
P 0.533 -2.687 -1.998
H 3.263 0.384 -3.435
H 5.534 0.637 -1.971
H 5.030 2.395 0.025
H 1.474 2.201 -2.506
H 2.623 3.538 -0.449
H -0.084 -3.982 -2.168
H 1.527 -2.775 -3.031
H -0.411 -1.901 -2.741
C -0.679 2.327 3.112
C 0.172 2.125 1.879
O -0.621 1.478 0.800
P -0.577 -0.099 0.465
O -1.603 -0.683 1.587
C -1.767 -2.195 1.660
C -1.072 -2.681 2.907
O -1.427 -0.217 -0.917
C -2.854 0.027 -1.051
C -3.410 -0.959 -2.051
H -1.532 2.980 2.906
H -0.083 2.802 3.897
H -1.039 1.370 3.503
H 0.499 3.077 1.450
H 1.060 1.512 2.100
H -2.851 -2.355 1.677
H -1.374 -2.680 0.744
H -1.537 -2.243 3.798
H -1.170 -3.769 2.978
H 0.004 -2.440 2.921
H -3.345 -0.070 -0.072
H -2.951 1.064 -1.395
H -3.212 -1.992 -1.741
H -4.491 -0.826 -2.118
H -2.981 -0.797 -3.044
```

Calculated values
HOMO-LUMO gap (alpha / beta) = 0.1748 / 0.1728 hartree
Net charge = -1
Energy above the lowest of the compared OMol25 structures with the same formula, charge and spin = 0.2635 eV
E = -41745.5514 eV
Lowest unoccupied orbital energy (alpha / beta) = 2.7 / 2.6 eV

=====

C4H6N2O | wB97M-V/def2-TZVPD

Structure (XYZ):
```
13
Properties=species:S:1:pos:R:3
N -0.585 0.797 -2.171
C -0.454 0.491 -0.953
O -1.478 -0.006 -0.212
C -1.037 -0.637 0.983
C 0.340 -1.096 0.900
C 1.368 -0.167 0.564
N 0.756 0.850 -0.274
H -1.542 0.662 -2.492
H -1.097 0.064 1.841
H -1.647 -1.517 1.176
H 2.174 -0.774 0.124
H 1.816 0.196 1.518
H 1.386 1.137 -1.005
```

Calculated values
HOMO-LUMO gap (alpha / beta) = 0.2938 / 0.2896 hartree
Net charge = 0
Energy above the lowest of the compared OMol25 structures with the same formula, charge and spin = 5.0629 eV
E = -9268.4389 eV
Lowest unoccupied orbital energy (alpha / beta) = -0.8 / -0.7 eV